No. 1
# C4H5NO

C4H5NO in the gas phase (ωB97M-V/def2-TZVPD, the Open Molecules 2025 dataset).

- Largest force on an atom: 2.65 eV Å⁻¹
- SMILES: N#C[C@@H]1C[C@@H]1O
- Gap between HOMO and LUMO: 10.8 eV
- ΔE to the lowest compared entry with this formula, charge and spin: 2.5522 eV
- HOMO: -10.0 eV

ORCA input file:
```
! RIJCOSX wB97M-V def2-TZVPD def2/J DEFGRID3
* xyz 0 1
N 0.043 1.293 2.442
C 0.308 0.989 1.353
C 0.578 0.619 -0.018
C -0.607 0.138 -0.956
C 0.346 -0.832 -0.427
O -0.141 -1.724 0.520
H 0.669 1.405 -0.716
H -0.462 0.434 -2.002
H -1.590 0.271 -0.549
H 1.059 -1.307 -1.090
H -0.304 -1.297 1.369
*
```

So, what does the natural (NBO) scheme give us? The charges, in e, come out as: -0.325 0.259 -0.449 -0.372 0.131 -0.686 0.297 0.218 0.235 0.204 0.488

No. 2
# C25H31NO5S

2 unconnected molecules or ions with the total composition C25H31NO5S (ωB97M-V/def2-TZVPD, the Open Molecules 2025 dataset).

- Largest force on an atom: 2.68 eV Å⁻¹
- Gap between HOMO and LUMO: 4.0 eV
- HOMO: -5.8 eV

ORCA input file:
```
! RIJCOSX wB97M-V def2-TZVPD def2/J DEFGRID3
* xyz 0 1
C -0.998 1.022 -6.613
C -0.350 -0.287 -6.168
C 0.223 -0.186 -4.761
N -0.737 0.343 -3.770
C -0.832 -0.254 -2.588
C -1.241 0.320 -1.374
C -1.413 -0.343 -0.135
C -2.693 -0.197 0.537
C -3.443 -1.257 1.112
C -4.770 -1.062 1.482
C -5.376 0.208 1.332
C -4.611 1.273 0.842
C -3.290 1.082 0.477
C -1.432 1.576 -4.142
C -1.995 1.528 -5.569
H -0.220 1.775 -6.814
H -1.520 0.852 -7.562
H -1.093 -1.090 -6.183
H 0.450 -0.587 -6.856
H 0.573 -1.172 -4.417
H 1.082 0.507 -4.787
H -0.489 -1.291 -2.598
H -1.496 1.386 -1.447
H -0.767 -1.150 0.201
H -2.958 -2.228 1.262
H -5.358 -1.883 1.891
H -6.417 0.365 1.610
H -5.043 2.277 0.742
H -2.679 1.915 0.132
H -2.246 1.750 -3.431
H -0.705 2.406 -4.080
H -2.349 2.526 -5.851
H -2.879 0.880 -5.576
C 3.167 -2.070 -1.620
C 1.950 -1.236 -1.320
O 1.997 -1.062 0.127
C 1.414 0.058 0.657
C 0.912 -0.278 2.041
O -0.003 0.440 2.645
C 0.174 1.936 2.856
S 2.534 -0.863 2.945
C 2.742 -0.583 4.717
C 3.918 0.039 5.130
C 4.193 0.148 6.496
C 3.264 -0.330 7.437
C 2.080 -0.953 7.005
C 1.821 -1.086 5.637
O 2.639 -2.297 2.780
O 3.527 0.025 2.348
O 1.363 1.206 0.198
H 3.083 -2.517 -2.606
H 4.030 -1.405 -1.637
H 3.269 -2.849 -0.857
H 1.937 -0.251 -1.805
H 1.013 -1.760 -1.545
H -0.288 2.096 3.844
H 1.259 2.147 2.872
H -0.365 2.460 2.044
H 4.596 0.443 4.379
H 5.128 0.621 6.821
H 3.456 -0.202 8.504
H 1.354 -1.330 7.735
H 0.906 -1.549 5.274
*
```

So, what does the natural (NBO) scheme give us? The charges, in e, come out as: -0.402 -0.412 -0.205 -0.374 0.177 -0.368 -0.009 -0.113 -0.122 -0.232 -0.196 -0.206 -0.183 -0.221 -0.407 0.203 0.221 0.204 0.223 0.217 0.200 0.199 0.215 0.243 0.218 0.220 0.218 0.215 0.211 0.225 0.199 0.224 0.205 -0.626 -0.059 -0.538 0.704 -0.120 -0.552 -0.275 2.018 -0.205 -0.219 -0.215 -0.201 -0.218 -0.218 -0.941 -0.971 -0.654 0.195 0.219 0.237 0.194 0.148 0.187 0.202 0.190 0.254 0.218 0.214 0.217 0.232